*A*
The following is a quantum chemistry calculation of a single C6H5NOS molecule, from the OMol25 dataset.

The HOMO energy comes out at -8.621 eV. As for the LUMO energy: -0.3 eV. The molecular weight is 139.2 g/mol. The gap between HOMO and LUMO is 8.281 eV.

Geometry as XYZ:
```
14
C6H5NOS wB97M-V/def2-TZVPD
C 1.972 -0.712 0.152
C 1.718 0.579 0.486
C 0.705 -1.447 -0.274
C -0.535 1.467 0.947
C 0.413 0.686 0.445
C -0.212 -0.521 -0.135
N -2.298 -0.018 -1.637
O -1.860 0.991 0.752
S -1.995 -0.519 -0.174
H 2.857 -1.246 -0.011
H 2.424 1.186 0.946
H 0.404 -2.324 -0.748
H -0.570 2.535 1.251
H -3.022 -0.657 -1.999
```

---

*B*
The following is a quantum chemistry calculation of a single C6H5NOS molecule, from the OMol25 dataset.

The HOMO energy comes out at -8.840 eV. As for the LUMO energy: -0.7 eV. The molecular weight is 139.2 g/mol. The gap between HOMO and LUMO is 8.188 eV.

Geometry as XYZ:
```
14
C6H5NOS wB97M-V/def2-TZVPD
C -0.897 -0.855 -0.296
C -0.237 -2.057 -0.244
C -0.263 0.332 0.121
C 0.995 0.634 0.219
C 2.165 -1.865 0.242
C -1.239 1.433 0.278
N 1.073 -2.060 -0.089
O 2.915 1.844 -0.730
S 2.461 1.243 0.523
H -1.949 -0.733 -0.439
H -0.632 -3.046 -0.512
H -0.697 2.392 0.481
H -1.806 1.559 -0.632
H -1.889 1.179 1.078
```

---

The structure with the most favorable energy is *A*; the runner-up is 2.9 kcal/mol above it.

---

*A*
The following is a quantum chemistry calculation of a single C10H9NO molecule, from the OMol25 dataset.

The HOMO energy comes out at -8.338 eV. Its SMILES is Cc1ccnc2c(O)cccc12. As for the LUMO energy: 0.0 eV. The molecular weight is 159.2 g/mol. The gap between HOMO and LUMO is 8.325 eV.

Geometry as XYZ:
```
21
C10H9NO wB97M-V/def2-TZVPD
C 2.468 1.270 0.177
C 1.052 0.992 -0.422
C 0.353 1.940 -1.014
C -1.052 1.835 -1.184
C -1.029 -0.239 -0.407
C -1.787 -1.333 -0.002
C -1.260 -2.359 0.794
C 0.083 -2.289 1.203
C 0.867 -1.232 0.788
C 0.371 -0.111 0.064
H 2.380 1.535 1.291
H 3.143 0.477 -0.085
H 2.735 2.242 -0.306
H 0.862 2.854 -1.434
H -1.555 2.763 -1.597
H -3.136 -0.329 -0.605
H -1.823 -3.232 0.935
H 0.386 -3.069 1.897
H 1.958 -1.280 1.042
N -1.805 0.794 -0.881
O -3.210 -1.230 -0.254
```

---

*B*
The following is a quantum chemistry calculation of a single C10H9NO molecule, from the OMol25 dataset.

The HOMO energy comes out at -8.385 eV. Its SMILES is Cn1cc(C=O)c2ccccc21. As for the LUMO energy: 0.4 eV. The molecular weight is 159.2 g/mol. The gap between HOMO and LUMO is 8.833 eV.

Geometry as XYZ:
```
21
C10H9NO wB97M-V/def2-TZVPD
C 0.290 -1.927 -2.029
C -0.918 -1.574 0.074
C -1.013 -0.725 1.155
C -1.859 -0.957 2.260
C -0.081 0.397 0.786
C 0.033 1.689 1.390
C 0.789 2.602 0.635
C 1.375 2.230 -0.572
C 1.301 0.981 -1.064
C 0.394 0.064 -0.403
H 1.071 -2.548 -1.616
H 0.667 -1.242 -2.741
H -0.463 -2.407 -2.635
H -1.474 -2.393 0.061
H -1.905 -0.328 3.148
H -0.401 2.107 2.338
H 1.071 3.631 0.906
H 1.967 2.924 -1.202
H 1.874 0.582 -1.867
N -0.264 -1.070 -0.994
O -2.454 -2.036 2.368
```

---

*C*
The following is a quantum chemistry calculation of a single C10H9NO molecule, from the OMol25 dataset.

The HOMO energy comes out at -8.596 eV. Its SMILES is COc1ccc2ccccc2n1. As for the LUMO energy: 0.5 eV. The molecular weight is 159.2 g/mol. The gap between HOMO and LUMO is 9.146 eV.

Geometry as XYZ:
```
21
C10H9NO wB97M-V/def2-TZVPD
C 3.573 0.082 0.998
C 1.242 -0.397 1.107
C 0.171 -0.793 1.998
C -1.064 -0.739 1.467
C -1.217 -0.378 0.069
C -2.582 -0.198 -0.367
C -2.832 0.438 -1.571
C -1.640 0.748 -2.388
C -0.290 0.530 -2.009
C -0.097 0.069 -0.709
H 3.765 -0.521 0.068
H 4.402 0.011 1.634
H 3.406 1.033 0.532
H 0.361 -0.821 3.154
H -2.019 -0.995 2.060
H -3.473 -0.343 0.331
H -3.915 0.796 -1.793
H -1.786 1.148 -3.449
H 0.418 0.745 -2.742
N 1.118 -0.018 -0.084
O 2.458 -0.394 1.693
```

---

The structure with the most favorable energy is *A*; the runner-up is 6.5 kcal/mol above it.

---

*A*
The following is a quantum chemistry calculation of a single C5H8S molecule, from the OMol25 dataset.

The HOMO energy comes out at -7.894 eV. Its SMILES is C=CS/C=C/C. As for the LUMO energy: 1.1 eV. The molecular weight is 100.2 g/mol. The gap between HOMO and LUMO is 9.024 eV.

Geometry as XYZ:
```
14
C5H8S wB97M-V/def2-TZVPD
C -1.314 2.830 1.113
C -0.279 1.888 0.495
C -0.486 0.611 0.334
C 0.159 -1.950 -0.194
C 0.634 -2.954 -0.878
H -0.971 3.211 2.029
H -1.508 3.751 0.461
H -2.282 2.311 1.285
H 0.736 2.243 0.313
H -1.436 0.038 0.561
H -0.523 -1.971 0.590
H 0.161 -3.936 -0.908
H 1.438 -2.778 -1.547
S 0.757 -0.339 -0.501
```

---

*B*
The following is a quantum chemistry calculation of a single C5H8S molecule, from the OMol25 dataset.

The HOMO energy comes out at -8.463 eV. Its SMILES is C1C[C@@H]2C[C@H]2S1. As for the LUMO energy: 1.0 eV. The molecular weight is 100.2 g/mol. The gap between HOMO and LUMO is 9.452 eV.

Geometry as XYZ:
```
14
C5H8S wB97M-V/def2-TZVPD
C -0.955 -0.526 -1.230
C -1.074 -0.731 0.327
C 0.393 -0.226 0.714
C 1.586 0.700 1.023
C 0.679 1.128 -0.060
H -0.983 -1.580 -1.590
H -2.069 -0.258 -1.467
H -1.346 -1.805 0.615
H -1.821 -0.100 0.899
H 1.025 -0.813 -0.211
H 1.690 1.475 1.792
H 2.586 0.011 0.604
H 0.100 2.064 0.315
S 0.191 0.658 -1.731
```

---

The structure with the most favorable energy is *A*; the runner-up is 81.3 kcal/mol above it.

---

*A*
The following is a quantum chemistry calculation of a single C5H8S molecule, from the OMol25 dataset.

The HOMO energy comes out at -8.695 eV. Its SMILES is C=C(C)CC=S. As for the LUMO energy: -0.1 eV. The molecular weight is 100.2 g/mol. The gap between HOMO and LUMO is 8.553 eV.

Geometry as XYZ:
```
14
C5H8S wB97M-V/def2-TZVPD
C 2.313 -1.089 -0.135
C 1.439 0.158 0.052
C 1.909 1.404 -0.213
C 0.129 -0.042 0.698
C -0.969 -0.479 -0.202
H 2.306 -1.640 0.792
H 3.318 -0.786 -0.407
H 1.791 -1.675 -0.929
H 2.881 1.724 -0.547
H 1.256 2.161 -0.013
H -0.234 0.931 1.061
H 0.128 -0.770 1.525
H -0.753 -1.264 -0.963
S -2.476 0.101 -0.108
```

---

*B*
The following is a quantum chemistry calculation of a single C5H8S molecule, from the OMol25 dataset.

The HOMO energy comes out at -8.740 eV. Its SMILES is CC1=C[C@@]1(C)S. As for the LUMO energy: 0.9 eV. The molecular weight is 100.2 g/mol. The gap between HOMO and LUMO is 9.613 eV.

Geometry as XYZ:
```
14
C5H8S wB97M-V/def2-TZVPD
C 0.372 -0.279 -1.447
C 0.748 -0.533 -0.200
C -0.597 0.159 -0.241
C 1.517 -1.322 0.731
C -0.657 1.607 0.225
S -2.224 -0.748 -0.036
H 0.737 -0.273 -2.519
H 1.401 -1.311 1.920
H 2.609 -1.084 0.493
H 1.410 -2.470 0.649
H 0.208 2.057 0.524
H -1.367 1.644 1.002
H -1.126 2.358 -0.482
H -3.031 0.196 -0.619
```

---

The structure with the most favorable energy is *A*; the runner-up is 44.8 kcal/mol above it.

---

*A*
The following is a quantum chemistry calculation of a molecular structure, C5H8S, from the OMol25 dataset.

The HOMO energy comes out at -7.323 eV. As for the LUMO energy: 0.2 eV. The molecular weight is 100.2 g/mol. The gap between HOMO and LUMO is 7.572 eV.

Geometry as XYZ:
```
14
C5H8S wB97M-V/def2-TZVPD
C -1.534 0.892 -0.105
C 0.253 -0.822 -0.190
C -0.304 1.581 0.167
C 0.757 0.623 -0.541
C 0.978 -1.865 0.149
S -1.485 -0.730 -0.071
H -2.556 1.378 0.016
H -0.103 2.498 -0.227
H -0.005 1.606 1.254
H 1.808 0.650 -0.439
H 0.561 0.761 -1.719
H 2.447 -1.883 -0.258
H 0.797 -2.797 0.659
H -1.614 -1.892 1.305
```

---

*B*
The following is a quantum chemistry calculation of a single C5H8S molecule, from the OMol25 dataset.

The HOMO energy (spin up / spin down) comes out at -8.400 / -8.116 eV. As for the LUMO energy (spin up / spin down): -0.4 / -1.3 eV. The molecular weight is 100.2 g/mol. The gap between HOMO and LUMO (spin up / spin down) is 7.956 / 6.810 eV.

Geometry as XYZ:
```
14
C5H8S wB97M-V/def2-TZVPD
C 1.158 -0.558 0.977
C 0.217 0.424 1.832
C 0.397 0.604 0.452
C -0.622 -0.509 -1.549
C -0.252 0.818 -0.865
S -1.424 -0.121 2.096
H 2.153 -0.408 1.236
H 0.906 -1.631 0.807
H 0.573 1.092 2.673
H 0.161 -1.210 -1.719
H -1.226 -0.288 -2.437
H -1.328 -1.178 -1.060
H -1.128 1.559 -1.015
H 0.416 1.406 -1.427
```

---

The structure with the most favorable energy is *B*; the runner-up is 47.6 kcal/mol above it.

---

*A*
The following is a quantum chemistry calculation of a molecular structure, C5H8S, from the OMol25 dataset.

The HOMO energy comes out at -8.893 eV. As for the LUMO energy: 0.6 eV. The molecular weight is 100.2 g/mol. The gap between HOMO and LUMO is 9.443 eV.

Geometry as XYZ:
```
14
C5H8S wB97M-V/def2-TZVPD
C -1.225 0.663 -2.556
C -0.839 0.103 -1.174
C -0.090 0.205 -0.221
C 0.588 -0.005 1.107
C -0.242 -0.832 2.134
H -1.265 1.816 -2.305
H -2.084 -0.097 -3.006
H -0.023 0.628 -3.356
H 0.982 1.001 1.361
H -1.084 -0.446 2.594
H -0.700 -1.761 1.538
H 0.653 -1.237 2.858
H 3.070 0.469 0.160
S 2.259 -0.507 0.865
```

---

*B*
The following is a quantum chemistry calculation of a single C5H8S molecule, from the OMol25 dataset.

The HOMO energy comes out at -7.708 eV. Its SMILES is C=C/C=C/SC. As for the LUMO energy: 0.9 eV. The molecular weight is 100.2 g/mol. The gap between HOMO and LUMO is 8.575 eV.

Geometry as XYZ:
```
14
C5H8S wB97M-V/def2-TZVPD
C -2.620 0.779 0.237
C -0.196 0.192 -0.267
C 1.065 -0.282 -0.048
C 2.281 0.475 -0.140
C 3.460 -0.050 0.217
H -3.661 0.501 0.178
H -2.477 1.152 1.209
H -2.438 1.503 -0.560
H -0.409 1.221 -0.559
H 1.195 -1.361 0.047
H 2.189 1.574 -0.242
H 3.527 -1.110 0.458
H 4.430 0.503 0.197
S -1.644 -0.667 -0.045
```

---

*C*
The following is a quantum chemistry calculation of a single C5H8S molecule, from the OMol25 dataset.

The HOMO energy comes out at -7.919 eV. Its SMILES is CC1=CCCS1. As for the LUMO energy: 1.0 eV. The molecular weight is 100.2 g/mol. The gap between HOMO and LUMO is 8.921 eV.

Geometry as XYZ:
```
14
C5H8S wB97M-V/def2-TZVPD
C -0.564 -1.793 1.333
C -0.290 -0.599 0.431
C 0.822 -0.334 -0.253
C 0.768 0.885 -1.131
C -0.352 1.743 -0.563
H -1.452 -2.342 0.971
H -0.747 -1.452 2.318
H 0.296 -2.490 1.350
H 1.696 -1.072 -0.240
H 1.706 1.442 -1.165
H 0.530 0.577 -2.168
H 0.024 2.430 0.205
H -0.888 2.380 -1.327
S -1.549 0.624 0.239
```

---

The structure with the most favorable energy is *C*; the runner-up is 27.3 kcal/mol above it.